## P
Formula: C2H6N3O
Source: the Open Molecules 2025 dataset
Level of theory: the ωB97M-V functional and the def2-TZVPD basis

Results
Frontier orbital gap = 11.40 eV
Net charge = +1

CARTESIAN COORDINATES (ANGSTROEM)
N 1.3631 -0.2061 0.9108
C 0.4673 0.1038 -0.0343
N -0.9403 -1.0074 0.0604
N -0.2366 1.4051 -0.1518
C 0.1055 0.8648 -1.2946
O 0.1300 0.9517 -2.4334
H 1.2303 0.0247 1.8448
H 2.2708 -0.6708 0.6236
H -1.7449 -0.3801 -0.2525
H -1.0808 -1.3655 1.0163
H -0.7598 -1.7336 -0.6280
H -0.8047 2.0135 0.3386

## Q
Formula: C2H6N3O
Source: the Open Molecules 2025 dataset
Level of theory: the ωB97M-V functional and the def2-TZVPD basis

Results
Frontier orbital gap = 9.99 eV
Net charge = +1

CARTESIAN COORDINATES (ANGSTROEM)
C -1.4681 0.8880 0.1416
C 2.3405 -0.6854 0.3616
N -1.7506 -0.2276 -0.1036
N -0.6901 1.8877 0.4738
N -2.3233 -1.0374 -0.8970
O 1.2724 -0.2058 0.1103
H 3.3044 -0.3734 -0.3149
H 2.3770 -1.3192 1.2015
H -1.0045 2.7157 0.8689
H 0.2263 1.8535 0.2478
H -2.4392 -0.6907 -1.8344
H -2.4004 -1.9968 -0.5649

The winner here is P, beating the second structure by 14.7 kcal/mol.

## P
Formula: C6H8N
Source: the Open Molecules 2025 dataset
Level of theory: the ωB97M-V functional and the def2-TZVPD basis

Results
Frontier orbital gap = 9.33 eV
Net charge = +1

CARTESIAN COORDINATES (ANGSTROEM)
C 0.9114 -1.6583 -1.0237
C 0.0027 -0.5536 -0.5146
C 0.3578 0.8415 -0.2677
C -1.0648 1.7073 -0.2651
N -1.6385 1.6026 0.8131
C -0.9096 0.7714 1.6468
C 0.1024 0.1469 1.0064
H 1.6112 -2.0141 -0.3027
H 1.6467 -1.1517 -1.7714
H 0.2996 -2.4544 -1.4928
H -0.9996 -0.9242 -0.5351
H 1.3410 1.2903 -0.3859
H -1.3774 2.1120 -1.1894
H -1.2132 0.7064 2.7693
H 0.9304 -0.4221 1.5127

## Q
Formula: C6H8N
Source: the Open Molecules 2025 dataset
Level of theory: the ωB97M-V functional and the def2-TZVPD basis

Results
Frontier orbital gap = 6.63 eV
Net charge = +1

CARTESIAN COORDINATES (ANGSTROEM)
C -1.4179 -1.9961 -0.3619
C -0.3332 -1.5288 -0.6268
C 1.0031 -1.0202 -0.8983
C -1.3292 0.7346 1.4892
C 1.3842 0.3209 -0.6469
C 0.4576 1.3001 -0.0726
N -0.8557 0.8171 0.2813
H -2.3643 -2.0586 -0.0657
H 1.0870 -1.2845 -2.0455
H 1.9299 -1.7164 -0.4112
H -0.8417 1.0905 2.4073
H -2.4056 0.4449 1.6554
H 2.2647 0.6999 -1.0486
H 0.2911 2.3108 -0.5279
H 1.1301 1.8858 0.8721

The winner here is P, beating the second structure by 71.3 kcal/mol.

## P
Formula: C6H8N
Source: the Open Molecules 2025 dataset
Level of theory: the ωB97M-V functional and the def2-TZVPD basis

Results
Frontier orbital gap (alpha / beta) = 6.35 / 8.19 eV
Net charge = +1

CARTESIAN COORDINATES (ANGSTROEM)
C -2.4462 0.0690 0.5329
C 0.9529 -0.7204 0.1878
C 1.3366 0.7062 0.2693
C -0.3871 -0.8573 -0.5704
C 0.4686 1.6910 -0.0876
C -0.9242 1.4112 -0.2843
N -1.4034 0.0508 -0.1765
H 1.6801 -1.3889 -0.1858
H 0.7461 -1.0071 1.2505
H -3.0573 -0.7906 1.0004
H 2.3802 1.0617 0.4242
H -0.1092 -0.7376 -1.6593
H -0.6788 -1.9082 -0.4470
H 0.8327 2.6473 -0.2300
H -1.5820 2.2331 -0.5900

## Q
Formula: C6H8N
Source: the Open Molecules 2025 dataset
Level of theory: the ωB97M-V functional and the def2-TZVPD basis

Results
Frontier orbital gap = 10.06 eV
Net charge = +1

CARTESIAN COORDINATES (ANGSTROEM)
C -0.3895 -0.4647 0.4460
C -0.6669 2.0561 -0.6225
C 0.1233 -2.3823 1.4021
C 0.6843 -1.3016 0.6077
C -1.0040 -1.7471 0.5376
C 0.6224 2.0850 -1.3250
N -1.3565 1.3442 0.1238
H -1.3523 2.9275 -0.8078
H 0.4519 -3.3817 1.2409
H 0.0847 -2.1730 2.5315
H 1.6157 -1.0937 0.0996
H -1.5853 -2.1501 -0.1924
H 1.1843 2.2294 -0.3914
H 0.8959 1.1163 -1.7359
H 0.6919 2.9357 -1.9142

The winner here is P, beating the second structure by 41.4 kcal/mol.

## P
Formula: C2H2Cl3NS
Source: the Open Molecules 2025 dataset
Level of theory: the ωB97M-V functional and the def2-TZVPD basis

Results
Frontier orbital gap = 9.05 eV

CARTESIAN COORDINATES (ANGSTROEM)
C -0.6883 -0.0384 0.3735
C 0.4541 0.4246 -1.1119
N -0.0500 -0.6500 1.3424
S -2.1477 0.5611 0.2323
Cl -0.5388 0.2141 -2.5352
Cl 0.7567 2.1274 -0.8834
Cl 1.8868 -0.6028 -0.8835
H 0.9546 -0.9540 1.2878
H -0.6275 -1.0818 2.1781

## Q
Formula: C2H2Cl3NS
Source: the Open Molecules 2025 dataset
Level of theory: the ωB97M-V functional and the def2-TZVPD basis

Results
Frontier orbital gap = 8.63 eV

CARTESIAN COORDINATES (ANGSTROEM)
C -0.3034 -3.4653 -1.2611
N -0.6260 -2.3501 -0.9769
S -0.7165 -0.8615 -0.3529
H -0.3048 -4.2822 -2.0335
Cl -0.1768 2.3105 2.4959
C 0.3404 2.1937 0.7995
Cl 0.4387 3.7881 0.2254
Cl 1.7497 1.1170 0.7432
H -0.4013 1.5497 0.3604

The winner here is P, beating the second structure by 31.8 kcal/mol.

## P
Formula: BrH2O2PS
Source: the Open Molecules 2025 dataset
Level of theory: the ωB97M-V functional and the def2-TZVPD basis

Results
Frontier orbital gap = 8.96 eV

CARTESIAN COORDINATES (ANGSTROEM)
O -1.4323 -1.0293 0.2798
P -1.3883 0.3333 0.8081
O -1.7486 1.4085 -0.3523
H -2.0402 2.3322 -0.2170
S 2.5559 -1.2992 0.5436
Br 1.6036 0.3341 -0.5007
H 2.4498 -2.0796 -0.5615

## Q
Formula: BrH2O2PS
Source: the Open Molecules 2025 dataset
Level of theory: the ωB97M-V functional and the def2-TZVPD basis

Results
Frontier orbital gap = 8.01 eV

CARTESIAN COORDINATES (ANGSTROEM)
O 0.1496 1.3839 -0.1477
P -0.3361 -0.0180 0.3063
O 0.9201 -0.5021 1.0556
S -1.9442 -0.0183 1.3590
Br 0.1341 -1.5010 -2.0491
H -0.4166 1.6615 -0.8797
H 1.4931 -1.0060 0.3556

The winner here is Q, beating the second structure by 14.7 kcal/mol.

## P
Formula: C11H14N3
Source: the Open Molecules 2025 dataset
Level of theory: the ωB97M-V functional and the def2-TZVPD basis

Results
Frontier orbital gap = 6.60 eV
Net charge = +1

CARTESIAN COORDINATES (ANGSTROEM)
C 2.0179 1.6283 1.8688
C 1.0394 1.0424 0.6447
C -0.4602 1.6438 0.9671
C -1.6973 0.7047 1.6018
C -3.0133 1.6420 1.8473
N -3.2838 3.0697 1.5961
N -2.2814 3.8147 1.0666
C -0.9610 3.1848 0.7809
H 1.5703 1.3430 2.9363
H 2.1527 2.7932 1.8062
H 3.0958 1.1553 1.8373
H 1.4614 1.4258 -0.3980
H 1.0898 -0.1297 0.7414
H -1.5846 -0.4374 1.8280
H -3.9312 1.0513 2.3373
H -2.4336 4.8563 0.9026
H -0.1383 3.9262 0.3320
N 1.1463 -2.4656 -0.6086
C 1.7461 -3.5051 -1.2293
C 1.3732 -3.9762 -2.4780
C 0.3183 -3.3472 -3.1307
C -0.3206 -2.2751 -2.5163
C 0.1265 -1.8739 -1.2677
H 2.5614 -3.9646 -0.6782
H 1.8924 -4.8135 -2.9303
H -0.0031 -3.6893 -4.1101
H -1.1462 -1.7640 -2.9985
H -0.3373 -1.0398 -0.7487

## Q
Formula: C11H14N3
Source: the Open Molecules 2025 dataset
Level of theory: the ωB97M-V functional and the def2-TZVPD basis

Results
Frontier orbital gap = 7.37 eV
Net charge = +1

CARTESIAN COORDINATES (ANGSTROEM)
C 2.0786 1.6351 -1.3022
C 2.1464 0.2810 -1.0931
C 1.1793 2.6294 -0.9692
C -0.1473 0.0296 0.0173
C -0.9974 3.6310 -0.4602
C -0.1053 2.4556 -0.4167
C -0.7601 1.2494 -0.1346
C 1.1588 -0.4710 -0.3601
C -2.1667 1.4282 0.3190
C -2.8448 2.3071 -0.7138
C 1.0492 -3.1710 1.7690
N -2.2220 3.6308 -0.7879
N 1.4150 -1.6718 -0.0140
N 0.7942 -4.2496 1.0890
H 2.9643 1.9794 -1.9153
H 2.9162 -0.2702 -1.6092
H 1.3494 3.6695 -1.2757
H -0.8456 -0.6836 0.4793
H -0.4969 4.5733 -0.3693
H -2.6739 0.5397 0.4242
H -2.3101 2.0433 1.1720
H -2.8574 1.8094 -1.6499
H -3.8802 2.5663 -0.5281
H 2.0135 -3.2585 2.2383
H 0.2586 -2.4042 1.9408
H 2.2320 -2.0200 -0.5102
H 0.0185 -4.2631 0.4394
H 1.5793 -4.8635 0.8736

The winner here is Q, beating the second structure by 101.9 kcal/mol.